Record 1
This record from the OMol25 dataset describes a cluster of 2 separate species, C6H12N2O3 in total at a distorted geometry. The level of theory is ωB97M-V with the def2-TZVPD basis set.

ORCA input file:
```
! RIJCOSX wB97M-V def2-TZVPD def2/J DEFGRID3
* xyz 0 1
C -1.3265 2.1163 0.0382
C -1.5567 0.7578 -0.6152
O -2.7738 0.7551 -1.2308
C -0.7156 -0.2917 -0.6164
C -0.4234 -1.4721 -0.9678
O 0.2624 -1.8013 -2.1280
O -0.5640 -2.6592 -0.2169
H -1.4926 1.9545 1.1073
H -2.0643 2.9860 -0.2150
H -0.2416 2.5366 -0.0443
H -3.0343 -0.0616 -1.5620
H 0.6208 -1.0872 -2.7784
H -0.2266 -3.3602 -0.7285
H 2.2161 -1.9211 -0.0156
N 1.5478 -1.6601 0.7228
C 1.2819 -0.4666 1.0353
C 1.9860 0.8322 0.5290
N 0.4006 -0.2607 2.0268
H 1.6375 1.6847 1.1439
H 1.5292 0.9461 -0.4897
H 3.0448 0.9755 0.5247
H -0.0840 -1.1146 2.2517
H -0.0237 0.6115 2.2293
*
```

Properties
Structure (SMILES): CC(O)=C=C(O)O.[H]/N=C(\C)N
LUMO level (eV): 0.46
Frontier orbital gap (Eh): 0.3265
DFT total energy (a.u.): -570.9247

=====

Record 2
This record from the OMol25 dataset describes an isolated molecule of C6H12N2O4 at a distorted geometry. The level of theory is ωB97M-V with the def2-TZVPD basis set.

ORCA input file:
```
! RIJCOSX wB97M-V def2-TZVPD def2/J DEFGRID3
* xyz 0 1
H 2.1792 -1.4564 0.5866
N 2.2741 -0.4445 0.5666
C 1.3686 0.0484 -0.1750
C 1.3714 1.5415 -0.4375
O 2.3186 2.1743 0.3479
C 0.3426 -0.8222 -0.8805
O 0.9037 -1.9865 -1.3843
C -0.8123 -1.3005 0.1053
O -0.2304 -1.9027 1.2807
C -1.8173 -0.2498 0.5103
O -1.1633 0.6465 1.4057
C -2.4283 0.4861 -0.6264
N -2.3111 1.7548 -0.6790
H -2.8028 2.1594 -1.4940
H 0.3417 1.8793 -0.2601
H 1.5876 1.7583 -1.4999
H 2.8369 1.4609 0.7438
H -0.1805 -0.2251 -1.6496
H 1.7244 -1.7984 -1.8508
H -1.3267 -2.0873 -0.4535
H -0.0534 -1.1215 1.8415
H -2.6095 -0.8068 1.0446
H -1.3157 1.5442 1.0407
H -2.8990 -0.1524 -1.4391
*
```

Properties
Structure (SMILES): [H]/N=C(/CO)[C@@H](O)[C@@H](O)[C@@H](O)/C=N/[H]
LUMO level (eV): 0.50
Frontier orbital gap (Eh): 0.3897
DFT total energy (a.u.): -646.2531

=====

Record 3
This record from the OMol25 dataset describes an isolated molecule of C6H12N2O4S at a distorted geometry. The level of theory is ωB97M-V with the def2-TZVPD basis set.

ORCA input file:
```
! RIJCOSX wB97M-V def2-TZVPD def2/J DEFGRID3
* xyz 0 1
N -1.3469 1.9123 1.3297
C -1.3614 0.6267 0.5274
C -2.8432 0.2779 0.0741
S -3.1046 -1.3750 -0.7419
C -0.6787 1.0876 -0.8568
O -1.0179 1.9927 -1.5409
N 0.5550 0.4928 -1.1743
C 1.4818 -0.1675 -0.1278
C 1.2281 -1.7540 -0.1326
O -0.1238 -1.9127 0.0910
C 2.9561 -0.0275 -0.3872
O 3.7733 0.3109 -1.3102
O 3.4536 -0.3928 0.8263
H -0.5750 1.9110 2.2292
H -0.9513 2.7873 0.5326
H -0.8101 -0.1994 1.0496
H -3.3693 0.3110 0.9379
H -3.1022 1.2024 -0.4204
H -3.3679 -1.9297 0.4600
H 0.9866 0.7122 -2.0194
H 1.4418 0.5032 0.8661
H 1.7079 -2.1292 0.7623
H 1.4620 -2.1217 -1.1825
H -0.8194 -1.8350 -0.5917
H 4.4255 -0.2837 0.7992
*
```

Properties
Structure (SMILES): N[C@@H](CS)C(=O)N[C@@H](CO)C(=O)O
LUMO level (eV): 0.41
Frontier orbital gap (Eh): 0.3571
DFT total energy (a.u.): -1044.3801

=====

Record 4
This record from the OMol25 dataset describes a cluster of 2 separate species, C6H12N2O7 in total at a distorted geometry. The level of theory is ωB97M-V with the def2-TZVPD basis set.

ORCA input file:
```
! RIJCOSX wB97M-V def2-TZVPD def2/J DEFGRID3
* xyz 0 1
C -0.6005 -1.5888 -0.6774
C -1.6369 -0.4973 -0.4592
C 0.9006 -1.0495 -0.6616
C -1.0906 0.8223 -0.0178
C 0.8548 0.3354 -1.2481
C -0.6468 0.8493 1.5018
N 2.5529 2.2513 -0.1085
N 2.3816 1.0737 0.0119
O 2.8602 0.2190 0.8242
O -0.1448 1.1668 -0.9549
O -0.8455 -2.3285 -1.8248
O -2.5806 -0.9301 0.5771
O 1.7125 -1.8244 -1.4915
O -1.0962 2.0396 2.1330
O 3.4330 2.7915 0.8888
H -0.6717 -2.3211 0.2440
H -2.1963 -0.3578 -1.3835
H 1.3849 -0.8703 0.3093
H -1.8370 1.6926 -0.0336
H 1.3199 0.6371 -2.1676
H 0.3709 0.6768 1.6569
H -1.1369 0.0834 2.0494
H 0.0498 -2.6702 -2.1068
H -3.3923 -1.3825 0.1100
H 2.3931 -2.0892 -0.9995
H -1.7770 2.4121 1.5092
H 3.9519 3.4500 0.4114
*
```

Properties
LUMO level (spin up / spin down) (eV): 0.19 / 0.19
Frontier orbital gap (spin up / spin down) (Eh): 0.3404 / 0.3404
DFT total energy (a.u.): -871.7698

=====

It is found that the energy relative to the best compared isomer or geometry (same formula, charge and spin) values, taken in the order of the records, are 467.8, 218.8, 369.0, 297.2 kJ/mol.